# C2H6NO

The ion C2H6NO with charge -1 (ωB97M-V with the def2-TZVPD basis set, the Open Molecules 2025 dataset).

Element x y z (Å)
C (-0.3240, 0.2321, 0.9516)
O (0.0869, -0.3339, 2.0445)
C (0.4390, -0.4668, -0.1160)
N (0.0159, 0.0049, -1.4616)
H (-1.3685, 0.1712, 0.7573)
H (-0.2231, 1.3611, 1.0416)
H (1.4235, -0.4009, 0.0054)
H (0.2229, -1.5553, -0.1507)
H (-0.9671, 0.1784, -1.4526)
H (0.6944, 0.8092, -1.6195)

HOMO-LUMO gap = 6.71 eV
SMILES string = NCC[O-]
E_tot = -5707.1734 eV
HOMO = -0.067 Eh
Total charge = -1

Here are the natural (NBO) charges for atoms 1 to 5, given in e: number 1, C, carries -0.027; number 2, O, carries -0.966; number 3, C, carries -0.216; number 4, N, carries -0.897; number 5, H, carries 0.054